92
Properties=species:S:1:pos:R:3:mulliken_charge:R:1 method="wB97M-V/def2-TZVPD" homo_lumo_gap_ev=7.5523 total_charge=-2 energy_ha=-3391.189140 multiplicity=1 largest_force_ev_per_a=0.16 homo_ev=-3.2
Cd -1.1759 0.3255 -0.7885 4.99
O 0.8302 0.7832 -4.6790 -0.73
C 0.0846 0.4453 -3.7728 -0.47
N -0.6604 1.2043 -2.9309 -0.13
C -1.0635 2.4445 -3.2818 -0.31
O -0.7904 3.1098 -4.2716 -0.74
C -2.1365 2.9944 -2.3394 0.38
C -2.7362 4.2117 -2.6336 -0.55
C -3.7965 4.6320 -1.8525 -0.18
C -4.2276 3.8284 -0.8056 -1.12
C -3.5502 2.6461 -0.5527 -0.57
N -2.5271 2.2507 -1.3079 0.67
C -0.1227 -1.0537 -3.5460 0.31
C 0.4213 -1.9591 -4.4491 -0.54
C 0.1905 -3.3090 -4.2548 -0.38
C -0.5742 -3.7138 -3.1694 -0.88
C -1.0835 -2.7411 -2.3231 -0.63
N -0.8624 -1.4456 -2.5139 0.58
H -2.3564 4.7789 -3.4705 0.49
H -4.2908 5.5741 -2.0603 0.39
H -5.0696 4.1068 -0.1853 0.46
H -3.8340 1.9781 0.2522 0.57
H 1.0148 -1.5763 -5.2671 0.50
H 0.6066 -4.0416 -4.9368 0.38
H -0.7745 -4.7598 -2.9768 0.42
H -1.7043 -2.9904 -1.4691 0.66
C -5.3388 -1.2677 -1.9894 -1.03
S -4.5223 -1.1920 -0.4050 1.06
O -4.7076 -2.5008 0.1953 -0.75
O -5.1484 -0.0858 0.2979 -0.73
O -3.1190 -0.9324 -0.7768 -1.46
H -6.3967 -1.4615 -1.8211 0.40
H -4.8893 -2.0704 -2.5713 0.25
H -5.1987 -0.3123 -2.4920 0.23
S -2.0895 1.5439 4.1416 -0.50
C -1.8346 1.2568 2.5362 0.06
N -1.6596 1.0470 1.4040 -0.71
C 4.1220 -3.3924 -0.5988 -1.77
C 3.8152 -1.9501 -1.0038 2.29
C 2.8200 -1.9271 -2.1577 -1.68
C 5.0997 -1.2329 -1.4103 -2.13
O 3.3186 -1.2577 0.1272 -0.71
Si 1.7568 -1.1503 0.6978 -2.31
O 0.7890 -0.3978 -0.2806 0.31
O 1.3483 -2.7277 1.0115 0.28
C 0.2862 -3.2357 1.8142 2.21
C -0.9423 -2.3361 1.7659 -1.00
C -0.0450 -4.6119 1.2452 -1.92
C 0.7907 -3.3614 3.2504 -1.83
O 1.9566 -0.4569 2.1873 0.65
C 2.4992 0.8236 2.4898 2.07
C 1.9011 1.2294 3.8312 -1.60
C 4.0177 0.6893 2.6077 -1.78
C 2.1442 1.8530 1.4187 -0.88
H 4.5466 -3.9492 -1.4395 0.44
H 3.2062 -3.8815 -0.2661 0.12
H 4.8352 -3.4006 0.2287 0.39
H 3.2470 -2.4207 -3.0355 0.62
H 2.5615 -0.9002 -2.4162 0.39
H 1.8987 -2.4434 -1.8802 -0.03
H 5.5743 -1.7298 -2.2604 0.42
H 5.7978 -1.2221 -0.5703 0.40
H 4.8729 -0.2020 -1.6869 0.40
H -1.3201 -2.2419 0.7472 -0.19
H -0.7104 -1.3376 2.1391 -0.11
H -1.7462 -2.7494 2.3786 0.54
H -0.3635 -4.5113 0.2060 0.21
H -0.8494 -5.0851 1.8130 0.40
H 0.8402 -5.2520 1.2765 0.40
H 1.0526 -2.3749 3.6336 0.14
H 1.6816 -3.9939 3.2766 0.36
H 0.0220 -3.8010 3.8913 0.43
H 2.1507 0.4811 4.5871 0.37
H 0.8147 1.2962 3.7602 0.01
H 2.2953 2.1979 4.1544 0.41
H 4.2640 -0.0607 3.3630 0.37
H 4.4646 1.6444 2.8987 0.43
H 4.4398 0.3680 1.6554 0.16
H 1.0609 1.9520 1.3300 -0.16
H 2.5301 1.5569 0.4423 -0.14
H 2.5797 2.8224 1.6789 0.61
C -2.2521 4.7515 2.2020 -0.62
N -0.8525 4.5024 1.9035 0.31
C 0.0709 4.4247 3.0229 -0.73
C -0.3928 4.7238 0.6825 0.56
N 0.0037 4.9131 -0.3894 -0.73
H -2.6023 3.9917 2.9019 0.16
H -2.8303 4.6840 1.2851 0.08
H -2.3886 5.7486 2.6421 0.31
H -0.2719 3.6472 3.7065 0.15
H 0.1260 5.3852 3.5519 0.35
H 1.0585 4.1604 2.6567 0.17